[1]
99
Properties=species:S:1:pos:R:3:mulliken_charge:R:1 method="wB97M-V/def2-TZVPD" total_charge=-2 relative_energy_kj_mol=831.06
Cd -0.96455 -1.26263 -1.72566 2.98
S -1.79466 0.37042 -3.34033 -0.60
S 0.91997 -1.18777 -3.35607 -0.49
O 0.13148 -2.80995 -1.73634 -1.06
O -0.44431 -2.07460 5.03329 -0.19
O -3.08174 -1.20165 -1.75666 -0.61
O -5.10185 -1.84542 -2.56824 -0.88
O -2.66214 1.58123 1.41817 -0.86
N -3.13582 -3.82274 1.17897 1.12
N 2.53919 -0.15734 0.59086 -1.04
N 2.51939 -1.43363 0.98071 0.96
N -1.69757 -2.65167 -3.25804 -0.15
N -1.77350 0.13275 -0.26192 -1.23
N -2.32032 -4.77840 0.67510 -1.24
N 0.71781 -1.20462 -0.21732 -0.29
N -1.96618 -2.78224 -0.33808 0.45
N 0.12185 -1.31393 7.01338 -0.49
N -1.24528 -1.54151 7.00749 -0.60
N -0.38125 2.65996 -3.76864 0.32
N 2.08855 1.29626 -4.14741 0.51
C -4.00138 -1.89830 5.82283 -0.93
C -0.38077 1.28179 -3.59273 0.10
C -3.85697 -1.83331 -2.52611 0.61
C 1.87139 -1.50300 5.24314 0.06
C -2.87214 -3.04755 4.04248 0.30
C -2.21002 0.85148 0.55737 0.71
C -4.14515 -4.14989 2.16580 -1.23
C -1.57832 3.47426 -3.69110 -2.10
C -3.12492 -2.73533 -3.58289 -0.77
C 4.18270 -0.86432 5.41922 -0.68
C 6.22210 3.35089 -3.09005 -0.62
C -1.77108 4.18911 -2.37494 0.72
C 4.37304 -1.17051 4.07827 -0.74
C -5.25719 -2.90099 4.03670 -0.75
C 1.44847 -2.05573 0.46930 -0.65
C -1.22074 5.45631 -2.17488 -0.20
C -2.13471 5.53940 0.04553 -0.39
C 2.08342 -1.83004 3.90357 -0.18
C -1.64770 -4.09834 -0.24207 -0.85
C -1.39873 6.12748 -0.97300 -0.61
C 0.54773 -1.61947 5.83479 0.55
C -2.68794 4.27973 -0.14153 -0.70
C 2.93742 -1.02207 5.99837 -0.89
C -2.50411 3.60775 -1.34529 -0.19
C 4.16363 1.90732 -1.93892 0.05
C 3.49662 0.92640 -4.16274 -1.47
C 4.37055 1.79684 -3.28315 0.25
C 3.31981 -1.64277 3.30075 1.03
C 5.41760 2.52398 -3.86210 -0.36
C -5.21699 -2.18788 5.22839 -0.65
C 1.83146 2.59273 -4.71416 -1.17
C 1.42059 -0.06668 -0.12514 -1.15
C -2.81529 -2.32068 5.22845 0.17
C 3.54807 -1.96665 1.84338 -1.46
C 5.99062 3.45921 -1.72683 -0.32
C 4.95957 2.73388 -1.15082 -0.79
C 0.95478 0.52619 -3.69627 0.16
C -2.90855 -2.64171 0.56972 -0.84
C -4.08182 -3.32817 3.42631 0.63
C 0.86716 3.37495 -3.85127 -0.37
C -1.53559 -1.98334 5.83070 0.57
H -6.13663 -1.85607 5.69405 0.38
H -0.90502 -4.56818 -0.86525 0.63
H 1.26309 3.52518 -2.83804 0.17
H 1.25372 -2.20628 3.31566 0.81
H 7.02938 3.91013 -3.55050 0.35
H 5.35322 -1.02032 3.63890 0.37
H -0.65112 5.93584 -2.96497 0.28
H 4.77022 2.80730 -0.08684 0.46
H -0.96649 7.11251 -0.83129 0.35
H 0.69571 4.35387 -4.30899 0.38
H -3.26368 3.81663 0.64662 0.41
H 1.22521 -3.09688 0.63573 0.66
H 3.62005 -0.12440 -3.89627 0.40
H -6.22038 -3.12404 3.59109 0.39
H -5.10879 -4.01956 1.66639 0.43
H 2.76732 3.14494 -4.82563 0.43
H -2.45913 2.87318 -3.91673 0.64
H -1.95199 -3.40210 3.59086 0.47
H -1.01836 -2.56960 -4.06586 0.33
H -3.44009 -1.73225 0.80103 0.64
H 2.79319 -0.75792 7.03911 0.48
H -1.52214 4.21726 -4.49819 0.59
H -1.25219 -3.53056 -2.94744 0.26
H -2.27954 6.06166 0.98480 0.36
H 3.85186 1.03770 -5.19638 0.36
H -4.03112 -5.20395 2.42098 0.31
H -3.32263 -2.34217 -4.58265 0.26
H 3.37178 1.35426 -1.49024 0.65
H 3.57847 -3.04878 1.69711 0.28
H 5.60966 2.44962 -4.92815 0.33
H 1.11397 0.85808 -0.58991 0.93
H 6.61311 4.10349 -1.11553 0.35
H 1.40283 2.44320 -5.71708 0.32
H 4.49633 -1.55132 1.49964 0.40
H -2.94873 2.62646 -1.47475 0.53
H -3.48670 -3.76439 -3.51060 0.34
H -3.97727 -1.33332 6.74682 0.46
H 5.00724 -0.48467 6.01018 0.37

=====

[2]
94
Properties=species:S:1:pos:R:3:mulliken_charge:R:1 method="wB97M-V/def2-TZVPD" total_charge=+2 relative_energy_kj_mol=25.65 multiplicity=4
Nd -0.36068 0.33099 -0.59351 0.70
Se 2.42032 2.04729 -2.95761 0.10
Se -3.87928 2.34769 2.32809 -0.11
Se 0.45352 1.66519 -4.10981 0.14
O 3.33572 -2.95641 4.67839 -0.52
O 3.99752 3.02489 4.54689 -0.50
N 1.76552 1.56939 0.36939 0.85
N -0.47258 3.02359 -1.89691 0.76
N -0.65168 0.06009 2.20409 1.47
N -1.99588 -1.73091 0.43599 1.62
N -1.73948 1.87799 0.43569 -0.12
N -1.04658 -1.80391 -2.22851 1.20
N -2.81958 0.17749 -1.64021 0.83
N 1.86722 -0.60051 -2.25711 0.85
N 1.43182 -1.12651 0.63599 1.36
C -5.47258 -0.01481 -2.48241 -0.74
C 3.68672 3.86829 3.46949 -0.64
C -0.71688 1.17249 4.32839 -1.28
C -0.34598 1.08789 2.99859 -0.40
C 4.48392 -1.52021 -2.60491 -0.69
C 3.43772 -2.40551 -2.37061 -1.04
C 1.38332 -2.45621 0.67209 -0.43
C -3.72488 -0.48271 -0.90671 1.06
C -1.77028 5.03219 -1.85741 -1.22
C -1.89448 -0.87101 4.02749 -1.09
C 2.35972 0.96229 1.41599 0.22
C -3.30588 -1.05521 0.42129 -1.08
C 2.86762 0.22579 -2.55441 0.21
C -1.82708 -2.81011 -1.82081 0.87
C 4.19062 -0.17561 -2.71511 -1.01
C 3.11362 -1.23881 2.33049 -0.58
C -0.59808 3.02259 -3.21931 -0.29
C 2.98992 1.69079 2.42359 -0.37
C -0.79738 -1.71981 -3.53911 -0.22
C -1.03398 4.03769 -1.23421 -0.11
C 1.85522 2.90069 0.30439 -0.37
C -3.23008 0.72069 -2.78761 -0.25
C -2.33618 -3.76381 -2.69981 -1.24
C -2.04538 -3.67901 -4.04981 -0.80
C -1.51358 0.16919 4.85739 -0.94
C 3.04742 3.07769 2.36639 -0.11
C 2.29482 -0.51501 1.46619 0.04
C 2.47632 3.69039 1.25499 -1.48
C 2.16202 -1.90321 -2.20921 -0.37
C -4.53428 0.66489 -3.24461 -1.20
C 3.81512 -3.38371 3.42279 -1.19
C -5.05428 -0.60321 -1.30231 -1.13
C 3.02552 -2.62321 2.39249 0.16
C -2.61118 2.11009 1.19859 0.16
C -2.09058 -2.97321 -0.34421 -1.89
C -1.34098 3.94519 -3.93851 -0.75
C -1.95258 4.96959 -3.23231 -0.37
C -1.70978 -2.08951 1.83719 -1.78
C -1.42578 -0.89901 2.71839 0.61
C 2.13372 -3.24321 1.52649 -1.06
C -1.25558 -2.62211 -4.47881 -1.11
H -0.40358 2.01149 4.92859 0.55
H 2.50302 4.76149 1.13619 0.55
H -2.53518 5.71509 -3.75241 0.47
H -6.50218 -0.08431 -2.79701 0.47
H 1.41202 3.36669 -0.56711 0.53
H -2.20078 5.82919 -1.27141 0.49
H -2.47308 1.23879 -3.36851 0.25
H -0.16008 -0.90271 -3.85011 -0.05
H 3.81952 -0.73651 2.96869 0.58
H 4.59132 4.35129 3.06879 0.35
H -1.83698 0.19779 5.88579 0.47
H -1.35648 -3.68991 0.04119 0.65
H -3.27698 -0.22711 1.13989 -0.18
H -2.54268 -1.65281 4.39209 0.59
H -2.41548 -4.41561 -4.74631 0.46
H 2.02092 -4.31511 1.51869 0.54
H 2.99502 4.66929 3.77239 0.35
H -2.54648 -2.66921 2.25819 0.60
H -1.42638 3.86239 -5.01231 0.55
H -4.80768 1.14189 -4.17091 0.52
H 4.88582 -3.15761 3.30789 0.39
H 0.70282 -2.91961 -0.03071 0.08
H 3.41962 1.22579 3.29289 0.72
H 3.61172 -3.46701 -2.32361 0.56
H -5.75448 -1.14711 -0.68721 0.56
H 1.32422 -2.57031 -2.06781 0.52
H -3.07118 -3.45261 -0.20691 0.47
H 5.49302 -1.87491 -2.74541 0.48
H -0.99228 -2.49981 -5.51641 0.55
H -0.81318 -2.72011 1.86099 0.44
H 4.44772 3.53239 5.23099 0.33
H 3.90542 -3.30451 5.37349 0.33
H 4.95152 0.55279 -2.95801 0.50
H -4.08618 -1.75191 0.76249 0.57
H -0.88158 4.04979 -0.16351 0.46
H 3.66982 -4.46441 3.28499 0.36
H -2.94248 -4.57221 -2.32201 0.58
H 0.23022 1.88239 2.54199 0.64

=====

[3]
95
Properties=species:S:1:pos:R:3:mulliken_charge:R:1 method="wB97M-V/def2-TZVPD" total_charge=-2 relative_energy_kj_mol=0.95
I 1.77234 -0.90118 -3.48673 0.35
Br 3.00972 -1.53253 -6.79065 -0.23
Se -2.11752 3.18277 -0.46815 -0.34
Se 3.93281 1.80759 3.27604 -0.49
K -1.65345 -0.36102 -2.14358 0.64
S -0.32311 -2.61857 -0.58185 -0.23
S -3.02393 -3.02814 -2.68258 -0.51
P -0.91360 2.34140 1.06851 0.71
P 2.50301 0.46220 2.45328 0.69
O -2.03658 4.03662 -4.12976 -0.57
O -2.36865 1.85767 -4.48711 -0.64
N 0.35911 3.76743 -3.15828 -0.71
N 0.69701 1.61740 -0.91775 0.74
N 2.52852 0.70614 -0.18394 -0.85
N 1.86311 1.10255 -1.24699 -0.62
C 0.28742 -0.96646 3.36346 0.38
C 3.08169 -3.33245 1.06319 -0.84
C 0.11843 -3.23932 -4.30746 0.15
C 4.20961 -3.73976 1.76216 -0.47
C 1.13826 -2.41769 -4.77803 -0.25
C 0.09664 -4.43661 -6.39081 -0.44
C 1.11958 -3.63014 -6.86866 -0.45
C -3.61833 0.54330 3.54330 -0.81
C -1.78767 -3.57950 -0.23267 0.11
C 1.62722 -2.62321 -6.06181 0.32
C 0.58482 1.57126 0.42921 -0.83
C -0.45403 3.62441 2.27210 0.65
C 1.76643 3.62084 -5.01188 -0.67
C -2.07646 -0.12303 1.34536 0.55
C 1.15465 4.73916 3.67720 -0.77
C -0.40731 -4.23653 -5.11487 -0.78
C 1.76802 0.96416 0.89298 1.22
C 1.12851 0.12069 3.59889 0.57
C -1.62853 2.76066 -4.17592 -0.11
C -0.70786 -1.27661 4.27707 -0.48
C 0.94913 0.90426 4.73361 -0.39
C -0.06275 0.60250 5.63265 -0.82
C -3.04918 -1.00422 1.79240 -0.34
C -0.88416 -0.49356 5.40869 -0.56
C -4.00608 -4.62976 -0.69478 -1.56
C -2.83855 -3.74287 -1.07518 0.68
C -1.90162 1.11382 1.96196 0.16
C -2.66198 1.43653 3.08140 -0.41
C -1.13051 5.48058 3.65324 -0.71
C -1.43891 4.50863 2.71744 -0.65
C 2.58697 -2.04961 1.23633 0.21
C -1.73092 -4.29271 1.11134 -1.66
C -0.14979 2.60235 -3.88455 2.78
C 4.34093 -1.58499 2.82348 -1.04
C 0.84370 3.76088 2.74156 -0.32
C 3.21139 -1.17630 2.12307 0.82
C -3.83106 -0.66109 2.88715 -0.83
C 0.67611 2.55149 -5.19798 -0.63
C 0.16806 5.59334 4.14068 -0.48
C 4.83939 -2.86665 2.63985 -0.52
C 1.77799 3.86769 -3.50909 -0.62
H -3.17268 -1.94345 1.26718 0.52
H 5.72368 -3.18201 3.18092 0.36
H 1.51865 -3.76682 -7.86471 0.35
H 4.60179 -4.74057 1.62266 0.37
H -4.92080 -4.03384 -0.60460 0.24
H 2.36372 3.09583 -2.99706 0.20
H 2.17470 4.81501 4.03300 0.46
H 0.38534 -1.56727 2.46407 -0.14
H -0.27896 -3.10136 -3.30369 0.29
H 0.05560 2.74818 -6.07232 0.28
H 2.56166 -3.99117 0.37932 0.46
H 0.00082 1.67448 -3.32732 -1.07
H 0.40751 6.35634 4.87189 0.37
H -2.51637 2.37847 3.59358 0.48
H -4.59944 -1.33947 3.23894 0.39
H -4.18806 -5.34539 -1.50052 0.37
H 2.17418 4.84671 -3.23467 0.40
H -4.20796 0.79818 4.41639 0.40
H -3.85729 -5.18731 0.23188 0.35
H 1.63680 3.12386 2.37803 0.31
H 1.10551 1.55791 -5.31371 0.06
H -1.23288 -4.81929 -4.72714 0.38
H 4.82856 -0.88976 3.49547 0.27
H -0.20615 1.22349 6.50863 0.38
H -1.43226 -0.45164 0.53367 -0.65
H -2.69287 -4.30921 1.63476 0.40
H -1.39916 -5.33294 1.00601 0.39
H -1.67379 -0.73279 6.11117 0.41
H 1.61531 1.74087 4.90592 0.23
H -1.00648 -3.79072 1.75387 0.09
H -2.43779 4.44217 2.30366 0.44
H -1.25797 4.51768 -3.75903 0.53
H -1.35871 -2.11952 4.08411 0.47
H 1.70343 -1.76398 0.67797 -0.32
H 1.48776 4.54143 -5.53030 0.27
H 0.23373 3.60121 -2.16080 0.05
H -0.31036 -5.21233 -7.02840 0.34
H -1.90171 6.15995 3.99536 0.39
H 2.73491 3.29520 -5.39073 0.39